(1)
A 3-piece molecular cluster, C30H30ClF2N3O8P2S overall at a distorted geometry. Source: OMol25; level of theory: ωB97M-V/def2-TZVPD.

Each line ends with the Löwdin charge.
Geometry (Å):
H: -9.57 0.73 3.56  0.117
N: 2.73 2.30 1.78  -0.087
H: -0.01 0.03 -5.09  0.083
C: 2.52 2.63 -3.49  -0.217
H: 2.69 2.09 3.86  0.080
C: -7.55 -1.87 2.80  -0.018
F: 5.30 0.26 0.39  0.044
C: 4.73 4.08 -4.84  -0.134
H: 5.40 -4.77 -0.90  0.102
H: -6.52 -2.06 2.52  0.106
H: -1.39 1.33 0.67  0.110
C: -3.02 -0.98 2.54  -0.006
C: -4.15 -0.28 2.89  -0.082
C: 0.72 -0.91 -0.99  -0.260
H: 1.09 -1.25 1.90  0.072
C: -4.31 1.04 2.45  -0.091
C: -9.27 -0.30 3.39  -0.016
H: 2.59 0.48 2.97  0.069
C: -2.01 -0.42 1.75  -0.269
O: -0.49 -2.08 -3.70  -0.156
P: 0.11 -2.70 -0.83  0.680
C: -8.45 -2.91 2.95  -0.079
C: 1.25 1.25 0.12  -0.099
H: 4.10 1.41 3.07  0.079
C: 1.61 0.98 -2.26  -0.182
H: 4.63 5.16 -4.64  0.066
H: 2.54 5.32 -2.02  0.135
C: -7.97 -0.58 3.03  -0.274
C: -2.17 0.89 1.30  -0.009
C: 5.92 -1.95 0.91  -0.020
P: 0.97 -1.33 -3.78  0.491
O: 2.17 4.15 -5.71  -0.301
H: 0.21 0.20 2.30  0.111
H: 1.05 3.20 0.94  0.108
O: -0.95 -1.24 1.45  -0.139
O: 3.12 4.68 -2.47  0.063
H: 4.36 -3.12 -2.43  0.104
H: 1.75 -3.93 -1.52  0.037
C: 4.80 -2.80 -1.49  -0.075
C: 0.79 -0.04 0.17  -0.135
H: 5.27 3.62 -4.00  0.077
N: 2.20 3.08 -1.12  0.237
H: -3.46 2.62 1.33  0.109
O: 0.85 -0.43 -5.12  -0.116
H: -10.48 -3.46 3.41  0.102
H: -2.95 -2.01 2.88  0.125
C: 1.71 1.80 -1.13  -0.138
O: 2.08 -2.26 -3.98  -0.262
C: -10.18 -1.34 3.52  -0.082
Cl: 0.91 -3.51 0.94  0.303
C: 2.60 3.43 -2.31  -0.317
N: 2.02 1.44 -3.49  0.178
C: 1.10 -0.36 -2.21  -0.158
H: 5.33 3.94 -5.75  0.076
S: 3.13 3.29 -5.08  0.663
O: 0.94 -3.59 -1.93  -0.375
H: 6.39 -4.02 1.24  0.105
H: -5.21 1.58 2.74  0.093
C: 5.38 -3.72 -0.63  -0.092
H: 3.28 1.86 1.04  0.073
C: 5.94 -3.30 0.57  -0.082
C: 4.77 -1.45 -1.14  -0.014
C: 0.32 -0.57 1.53  -0.199
C: 5.33 -1.05 0.05  -0.284
H: -11.21 -1.13 3.80  0.105
O: 3.42 2.12 -5.88  -0.314
H: 6.35 -1.61 1.84  0.116
C: 1.33 2.20 1.32  -0.176
H: -8.13 -3.93 2.78  0.106
C: 3.00 1.50 2.99  -0.123
C: -9.77 -2.65 3.30  -0.096
C: -3.31 1.60 1.68  -0.081
H: -1.12 -1.39 -3.45  0.080
H: 0.61 1.98 2.11  0.105
H: -4.94 -0.70 3.51  0.093
H: 4.31 -0.72 -1.80  0.113
F: -7.09 0.44 2.90  0.042

Results
E_LUMO (eV): -1.33
SMILES: CNCc1c(COc2ccccc2)c(P(O)Cl)c(P(=O)(O)O)c2nc(S(C)(=O)=O)c(O)nc12.Fc1ccccc1.Fc1ccccc1
HOMO energy (eV): -8.85
Frontier orbital gap (eV): 7.5

---

(2)
C30H30ClF3IMoN11O2PS2 as an isolated structure at a distorted geometry. Source: OMol25; level of theory: ωB97M-V/def2-TZVPD.

Each line ends with the Mulliken spin population.
Geometry (Å):
C: -5.08 1.06 1.76  0.003
C: 1.67 -0.82 1.90  -0.010
C: 3.47 0.19 3.13  0.002
H: 0.83 -5.21 0.52  0.000
I: -0.94 -1.02 -6.67  0.000
C: 4.43 2.33 2.43  0.000
N: -1.29 2.69 -2.25  0.012
H: -5.71 1.19 2.63  0.000
O: 0.86 -1.73 1.71  0.004
C: -1.12 -0.71 -4.63  -0.001
C: -5.48 1.51 0.51  -0.005
H: 0.12 5.31 0.48  -0.001
N: -3.46 0.67 -0.41  -0.012
H: 0.86 0.07 -4.00  -0.003
H: 2.26 -3.33 0.87  -0.001
H: 3.62 -4.11 -2.37  0.000
H: -0.63 -3.37 0.24  0.006
H: 4.21 0.21 3.92  0.000
H: -3.21 -1.30 -4.09  0.000
C: 2.60 -0.83 3.00  -0.002
F: -4.07 -1.29 3.50  0.000
H: -1.18 -2.92 -1.38  0.005
H: 0.01 5.74 -1.85  0.000
H: 2.76 -5.66 -2.51  0.000
C: -0.47 4.83 -2.19  0.002
N: 2.36 -4.59 -0.77  0.000
C: -3.85 0.43 1.91  0.004
H: -0.43 -4.15 -3.29  0.000
C: -1.62 3.13 -3.42  0.002
C: -0.09 2.43 1.80  -0.020
H: 0.43 -5.68 -3.05  0.000
S: -1.15 4.75 -3.75  0.004
N: 1.63 -3.98 -2.97  0.003
N: -1.88 -0.63 -2.58  0.018
C: -0.63 3.64 -1.53  -0.024
C: 0.52 3.51 4.28  -0.001
H: 3.99 3.15 3.01  0.000
Cl: 2.03 0.93 -1.97  0.043
H: 4.70 2.71 1.45  0.000
N: 0.00 4.34 0.71  0.006
H: -2.53 -0.31 -1.81  0.010
C: 1.56 -2.55 -2.72  0.006
C: 2.41 -3.27 -0.20  0.004
P: 1.09 -2.13 -0.94  -0.106
C: 1.08 -5.25 -0.54  -0.002
F: -2.22 -0.18 3.55  -0.001
N: 0.00 -4.64 -1.30  0.004
H: -2.14 2.54 -4.16  0.000
C: -3.53 -0.08 3.29  0.002
C: -0.27 3.36 -0.16  0.081
C: 0.35 -4.64 -2.72  0.002
C: -0.07 1.59 2.91  0.015
C: -3.03 0.24 0.78  0.028
C: 2.67 -4.62 -2.19  0.000
N: -0.30 2.16 0.44  -0.032
H: 1.17 -6.30 -0.84  0.000
C: 2.56 1.33 1.23  0.027
C: 0.23 2.15 4.14  0.003
C: -2.23 -0.94 -3.84  0.025
H: -6.43 2.00 0.37  0.000
H: -0.31 0.54 2.83  -0.006
H: 0.78 3.90 5.25  0.000
C: -4.63 1.29 -0.55  0.003
H: -4.88 1.60 -1.55  0.000
O: 2.56 2.32 0.52  0.003
C: -0.14 -0.24 -3.76  0.050
H: 0.83 -2.13 -3.41  -0.002
N: -0.62 -0.18 -2.52  -0.122
N: 1.68 0.27 1.05  -0.075
C: -0.34 -3.32 -0.81  0.000
H: 0.69 5.42 3.30  0.000
F: -4.04 0.74 4.23  0.000
H: 0.23 1.51 5.02  0.000
H: 2.53 -2.09 -2.93  0.005
H: 5.31 1.96 2.95  0.000
H: 2.59 -1.67 3.68  0.000
N: 3.48 1.24 2.27  0.000
C: 0.48 4.36 3.19  0.003
C: 0.15 3.80 1.97  -0.004
S: -1.52 -0.66 0.81  -0.138
H: 3.39 -2.82 -0.39  0.001
Mo: 0.32 0.24 -0.54  2.187

Results
E_LUMO (alpha / beta) (eV): -4.52 / -3.56
<S²>: 2.040
HOMO energy (alpha / beta) (eV): -10.39 / -10.41
Net charge: +1
Multiplicity: 3
Frontier orbital gap (alpha / beta) (eV): 5.9 / 6.9
Energy above the lowest of the compared OMol25 structures with the same formula, charge and spin (kJ/mol): 84.87

---

(3)
A 10-piece molecular cluster, C30H30F10O30 overall at a distorted geometry. Source: OMol25; level of theory: ωB97M-V/def2-TZVPD.

Each line ends with the Löwdin charge.
Geometry (Å):
O: 4.22 -3.49 -1.39  0.123
O: -5.13 -4.06 -1.43  0.087
H: -1.72 -1.91 -1.53  0.113
H: -5.89 1.58 -2.92  0.148
O: 3.86 -1.44 -0.33  0.114
C: 3.51 -4.38 2.02  -0.063
H: 3.94 -2.28 2.11  0.167
C: -3.09 4.36 0.44  -0.082
H: 6.59 -2.94 -3.10  0.144
H: 2.81 -5.00 1.47  0.144
C: -4.89 1.78 -3.30  -0.108
O: 0.93 1.86 5.13  0.063
O: 1.89 -0.05 5.63  0.139
O: 0.45 5.36 -2.53  0.059
F: -3.27 5.94 2.03  0.108
O: -1.59 -1.73 4.19  0.141
F: -2.07 -4.35 -3.60  0.080
F: -2.12 4.36 -4.50  0.086
F: 2.11 0.01 3.44  0.103
F: -3.87 -3.86 1.71  0.086
O: -4.11 1.97 -2.26  0.134
O: 0.13 7.70 -2.66  0.126
F: 2.52 2.20 -2.14  0.118
F: 0.58 -1.63 -0.79  0.088
H: -1.28 -1.11 0.82  0.142
O: -1.95 -3.46 2.82  0.170
H: -3.52 3.36 0.35  0.125
C: 6.35 -3.11 -2.05  -0.059
H: -0.95 -3.53 -1.45  0.142
H: -4.93 2.66 -3.95  0.160
C: 3.74 1.75 -2.15  -0.323
O: 4.70 2.77 -2.49  0.107
C: -2.94 -4.35 2.58  -0.336
C: -4.05 5.26 1.22  -0.364
C: 5.40 -4.25 -1.76  -0.258
O: 3.57 -5.00 3.30  0.054
F: -3.66 0.76 -5.00  0.086
H: -5.23 -0.11 -4.40  0.181
C: -2.39 -3.11 -3.18  -0.275
C: 0.70 -0.52 -0.06  -0.317
O: -0.41 2.59 0.00  0.184
H: 0.05 -0.93 2.00  0.115
H: -1.90 -2.35 -3.79  0.174
H: 7.35 -3.27 -1.63  0.148
O: 0.30 0.63 -0.74  0.168
C: 1.78 1.28 6.00  -0.492
H: 3.49 1.19 -0.10  0.131
O: -4.59 6.09 0.28  0.162
H: 1.72 -0.43 0.29  0.146
C: -4.41 0.45 -3.94  -0.371
C: -0.94 4.85 -4.09  -0.280
O: -1.17 6.17 -3.61  0.172
C: 4.26 1.63 -0.74  -0.135
C: -0.35 -0.59 1.04  -0.058
O: -3.10 4.88 -0.86  0.054
C: 3.10 -2.95 2.31  -0.383
C: -3.55 -4.51 3.94  -0.014
C: -1.86 -2.98 -1.71  -0.081
H: 0.06 3.33 -3.06  0.132
C: -4.00 -3.54 -1.73  -0.492
O: 5.75 -1.98 -1.46  0.099
O: -3.76 -3.02 -2.92  0.136
O: -3.72 -0.08 -2.97  0.175
O: -3.92 6.88 -1.72  0.160
H: 0.86 -1.21 4.20  0.139
H: -1.22 4.10 -2.03  0.115
C: -0.43 4.26 -2.77  -0.067
H: -2.48 -5.24 2.14  0.180
O: 3.00 -4.31 5.48  0.126
C: -3.59 0.81 -1.97  -0.470
C: -3.89 6.02 -0.86  -0.476
H: -0.77 0.66 4.69  0.136
F: 5.85 -4.88 -0.67  0.086
H: 0.28 1.42 3.35  0.134
O: 2.36 1.84 6.92  0.146
O: -3.05 0.54 -0.88  0.139
H: 5.02 0.86 -0.90  0.129
H: -4.77 4.67 1.79  0.172
C: -0.32 1.42 0.07  -0.611
O: -2.88 -3.58 -1.01  0.077
H: -2.16 4.11 0.96  0.134
C: 5.06 3.49 -1.35  -0.541
H: 3.81 0.86 -2.78  0.173
O: -3.15 -3.28 4.54  0.139
H: 5.19 -4.93 -2.59  0.176
C: -2.22 -2.73 3.85  -0.603
O: 2.71 -2.94 3.65  0.135
O: -0.66 0.75 1.19  0.064
C: 0.23 0.90 4.31  -0.023
C: 4.56 -2.25 -0.97  -0.498
H: -3.09 -5.29 4.54  0.149
O: 5.69 4.49 -1.44  0.184
C: -0.22 6.52 -2.89  -0.562
F: 2.11 -2.60 1.57  0.122
H: -0.17 4.76 -4.85  0.180
C: 1.25 -0.21 4.38  -0.396
H: 4.44 -4.38 1.44  0.120
O: 4.77 2.80 -0.28  0.150
H: -4.62 -4.72 3.81  0.152
C: 2.97 -4.13 4.24  -0.417

Results
E_LUMO (eV): -0.44
SMILES: O=C1OC[C@@H](F)O1.O=C1OC[C@@H](F)O1.O=C1OC[C@@H](F)O1.O=C1OC[C@@H](F)O1.O=C1OC[C@@H](F)O1.O=C1OC[C@@H](F)O1.O=C1OC[C@@H](F)O1.O=C1OC[C@@H](F)O1.O=C1OC[C@@H](F)O1.O=C1OC[C@@H](F)O1
HOMO energy (eV): -10.42
Frontier orbital gap (eV): 10.0
Energy above the lowest of the compared OMol25 structures with the same formula, charge and spin (kJ/mol): 568.48

---

Number 1: DFT total energy -99818.3289 eV, molar mass 728.0 g/mol. Number 2: DFT total energy -113672.1593 eV, molar mass 987.0 g/mol. Number 3: DFT total energy -120193.0301 eV, molar mass 1060.5 g/mol.